No. 1
Computed, not measured: a molecular structure, C41H54N5O2Zr at a distorted geometry, with ωB97M-V with the def2-TZVPD basis set.

Geometry as XYZ:
```
103
Properties=species:S:1:pos:R:3
Zr -0.65168 0.16884 -1.07621
O -0.17328 0.35834 -3.32241
O -2.57428 0.10434 -1.75711
N -4.80118 0.03624 -1.46761
N -0.32148 0.54534 1.10069
N -3.69948 -1.55446 -2.85431
N 1.55932 0.11004 -0.79141
N -0.49838 2.62344 -1.18041
C 0.47832 -4.15606 -1.64341
C 0.21752 4.85894 -1.68391
C 1.99702 0.28934 0.47829
C -1.47218 -2.74866 -0.22691
C -1.00878 0.64414 3.40729
C -2.47358 -1.94796 -3.52931
C 5.80422 0.27174 0.12589
C -2.43758 -4.86716 0.53279
C -0.50388 -2.01156 -0.98221
C 0.59092 0.33864 5.34449
C -0.70478 5.39124 -0.80101
C -0.08408 -0.93506 5.88569
C 2.08852 0.27394 5.64979
C -4.74448 -2.52096 -3.17091
C -6.18928 -0.29686 -1.74261
C -1.54458 4.51354 -0.12521
C 1.25032 2.89904 -2.85461
C 6.10622 1.53984 0.93809
C 4.33612 0.20134 -0.20461
C -1.45408 -4.17196 -0.20431
C 0.56172 2.54444 -4.18731
C 0.95552 0.38024 1.52639
C 1.26902 0.28584 2.87839
C -1.26158 0.67774 2.05639
C 0.29102 3.47894 -1.85571
C 2.50112 -0.08686 -1.72951
C 3.85962 -0.07146 -1.49131
C 0.29512 0.42334 3.87079
C -3.37598 -4.19226 1.26379
C -0.59648 1.56214 -4.01281
C 0.43782 -2.75086 -1.68221
C -3.39038 -2.78676 1.26569
C -1.40568 3.15704 -0.34411
C -4.59138 1.15064 -0.55671
C 6.15852 -0.97466 0.95909
C -0.01338 1.56214 6.05389
C -0.44728 -4.85396 -0.91941
C -3.69958 -0.49666 -2.02961
C 3.35412 0.37474 0.77619
C 6.67622 0.27884 -1.13241
C -2.47338 -2.08886 0.52719
H 0.36252 2.48704 5.62289
H 0.26952 1.53994 7.10199
H -3.98978 0.83134 0.30069
H -0.77418 6.45664 -0.64471
H -1.09808 1.56584 6.00799
H 7.17262 1.58524 1.13529
H -2.30578 -3.01516 -3.36861
H 5.61272 -1.00286 1.89749
H 5.94772 -1.88456 0.40249
H 1.31432 2.12414 -4.85951
H -6.47598 -1.23386 -1.26371
H -5.55118 1.49534 -0.18081
H 6.40872 1.09824 -1.79671
H -4.45768 -3.49406 -2.76731
H 0.88042 5.50304 -2.24191
H -2.05568 2.45104 0.16869
H 0.08982 -0.99636 6.95599
H 5.82972 2.43104 0.38039
H 5.59972 1.55374 1.89769
H 0.33342 -1.82536 5.42249
H -4.09968 1.98224 -1.07131
H 1.24152 -4.68016 -2.19641
H 2.15032 -0.27226 -2.73971
H 2.23042 0.26584 6.72629
H -1.61948 -1.39456 -3.13521
H 3.66902 0.59084 1.78249
H 7.71532 0.41524 -0.84741
H -6.38478 -0.32756 -2.81351
H -2.50408 -0.99576 0.49069
H -1.39458 1.99964 -3.40071
H -2.29568 4.87804 0.55499
H 7.22102 -0.95396 1.18449
H -2.28458 0.83234 1.72039
H -5.72268 -2.27666 -2.79391
H 2.03702 3.62674 -3.06331
H 4.53662 -0.25726 -2.30681
H -0.41788 -5.93036 -0.87981
H -2.42878 -5.94766 0.51719
H -1.01628 1.30064 -4.99151
H 2.54032 -0.63526 5.26049
H 6.61222 -0.66386 -1.67051
H -2.57938 -1.76956 -4.60171
H 2.61062 1.14384 5.25879
H 1.71852 2.00744 -2.43081
H -4.81018 -2.61286 -4.25661
H -6.82508 0.48194 -1.32661
H -4.10688 -4.72886 1.84599
H 0.17442 3.44964 -4.65891
H -1.82478 0.78254 4.09709
H -1.15718 -0.92446 5.71749
H 0.35012 -0.14506 -3.97381
H 1.19952 -2.25676 -2.29001
H -4.12568 -2.26776 1.86039
H 2.28202 0.08224 3.18029
```

Its charge is +3. The largest force on an atom comes out at 1.5 eV/Å. As for the orbital gap: 6.36 eV. The calculation puts the LUMO energy at -8.93 eV. For the HOMO energy, the calculation gives -15.28 eV.

No. 2
Computed, not measured: 2 unconnected molecules or ions with the total composition C2H7S3 at a distorted geometry, with ωB97M-V with the def2-TZVPD basis set.

Geometry as XYZ:
```
12
Properties=species:S:1:pos:R:3
S -1.73139 0.52687 1.43722
S 1.64507 -1.80070 0.80217
S 0.01580 1.55192 1.54783
C -2.28038 0.52571 -0.32099
C 2.03122 -0.59348 -0.52380
H 1.22616 0.12567 -0.53444
H 2.12673 -1.09033 -1.49136
H -2.90682 1.34979 -0.68702
H -2.72192 -0.41906 -0.62529
H -1.27681 0.74554 -0.71123
H 2.98448 -0.06087 -0.33258
H 0.88787 -0.86108 1.43949
```

Its charge is -1. The largest force on an atom comes out at 1.6 eV/Å. As for the orbital gap: 5.89 eV. The calculation puts the LUMO energy at 3.52 eV. For the HOMO energy, the calculation gives -2.37 eV.

No. 3
Computed, not measured: 4 unconnected molecules or ions with the total composition C5H21N2O3 at a distorted geometry, with ωB97M-V with the def2-TZVPD basis set.

Geometry as XYZ:
```
31
Properties=species:S:1:pos:R:3
O -0.98304 0.99236 -2.29225
O 1.39658 2.75965 -0.49046
O 1.68681 -0.40916 -2.78659
N 0.63753 -1.52318 -0.27793
N -0.47541 1.04085 0.62528
C -1.28707 -1.02264 2.02087
C -0.12808 -0.10752 1.54026
C -1.65092 1.85178 1.03241
C 1.06335 -0.82475 0.95311
C 0.64660 -3.00856 -0.14534
H -0.85411 1.65224 -2.95779
H 1.90379 -0.17449 0.70583
H -1.65910 0.41967 -2.62552
H 0.17847 -3.47682 -1.00794
H -1.44829 2.36798 1.96689
H 1.52855 -1.50250 1.67578
H -2.25204 -0.56779 1.82084
H -1.86313 2.54120 0.22802
H 1.70104 3.65038 -0.25770
H -1.26073 -1.27371 3.07026
H -0.06000 -3.23969 0.65054
H 0.03296 0.38804 2.50228
H -2.50545 1.21277 1.19743
H 1.40586 -1.36503 -0.88755
H 1.63068 0.46261 -3.18969
H 0.36529 1.63930 0.61749
H -0.57007 0.77421 -0.36524
H 1.28524 2.93457 -1.42920
H 1.12057 -0.88147 -3.39202
H -1.20219 -1.88267 1.38207
H 1.61633 -3.42761 0.11584
```

Its charge is +1. The largest force on an atom comes out at 2.3 eV/Å. As for the orbital gap: 9.59 eV. The calculation puts the LUMO energy at -2.99 eV. For the HOMO energy, the calculation gives -12.58 eV.

No. 4
Computed, not measured: 4 unconnected molecules or ions with the total composition C27H25F4N3O2 at a distorted geometry, with ωB97M-V with the def2-TZVPD basis set.

Geometry as XYZ:
```
61
Properties=species:S:1:pos:R:3
F 2.63003 2.48733 -2.61604
F 0.53987 2.65936 -1.46918
F 0.96025 4.98406 -2.77235
F 1.75755 4.03293 -4.82738
O 1.55683 -1.30434 0.49144
O -0.73192 0.84518 -2.68043
N 0.04941 1.51343 -6.30962
N -2.25779 -1.16482 -3.79600
N 1.06052 -1.73022 -5.87048
C -1.86333 -4.20528 -2.75741
C 0.03883 -5.66425 -3.05553
C 0.78582 3.80678 -3.70302
C 1.02920 1.24260 7.32862
C 0.34373 1.87490 6.29090
C 1.55570 0.54392 4.67956
C -2.42104 -5.11476 -1.85929
C 1.16654 2.47137 -2.83114
C -2.14827 2.15657 1.27806
C -0.85769 4.00996 2.13555
C -2.48611 2.91648 3.54600
C -2.80045 2.04203 2.50545
C -1.59794 -0.09052 -3.41436
C 1.33274 -1.15760 -2.00378
C 0.14374 1.27342 -5.01779
C 1.43451 -0.31151 -0.59863
C -1.51650 3.90136 3.35988
C 1.97669 0.26048 7.04125
C -0.51444 -6.56946 -2.15031
C -1.17594 3.13904 1.09309
C -1.74475 -6.29607 -1.55325
C -0.63484 -4.48046 -3.35728
C 0.55589 1.06964 -3.41771
C 1.56743 -0.21715 -3.36140
C 2.23717 -0.09229 5.71738
C 1.34689 -1.19269 -4.70273
C 0.61094 1.52868 4.96669
H 0.68509 -1.32601 1.02063
H 2.71120 0.04431 -3.36314
H -3.55395 1.27297 2.65096
H 0.34223 -1.77878 -2.03591
H -0.20213 -3.77300 -4.05978
H -0.09747 4.77316 1.99302
H -2.99690 2.82996 4.50143
H 1.76122 0.27196 3.64755
H 0.45260 0.33144 -0.40341
H -2.17690 -7.00268 -0.84964
H -0.39731 2.63749 6.51457
H -0.32952 3.85250 -4.05956
H -0.66613 3.22666 0.13730
H 0.82463 1.51574 8.36044
H 2.97140 -0.86135 5.49413
H -3.38145 -4.90317 -1.39717
H -2.39731 1.47899 0.46503
H 2.24140 -1.91990 -1.99963
H 2.33878 0.43313 -0.67749
H -2.38697 -3.28155 -2.99070
H 0.99470 -5.88014 -3.52467
H 2.51196 -0.23102 7.85000
H 0.08182 2.02618 4.15774
H 0.01322 -7.48934 -1.91046
H -1.27347 4.58436 4.17002
```

The largest force on an atom comes out at 12.6 eV/Å. As for the orbital gap: 7.73 eV. The calculation puts the LUMO energy at -1.62 eV. For the HOMO energy, the calculation gives -9.35 eV.

No. 5
Computed, not measured: 2 unconnected molecules or ions with the total composition C4H13NO2 at a distorted geometry, with ωB97M-V with the def2-TZVPD basis set.

Geometry as XYZ:
```
20
Properties=species:S:1:pos:R:3
O 0.52527 -2.02360 2.44269
O 1.86268 0.28234 1.02522
N -0.35365 0.44832 0.70467
C 0.89809 1.21423 0.63225
C -0.09985 -0.99307 -1.23948
C -1.03417 -0.06541 -0.46938
C -1.56923 1.11234 -1.31063
H -0.82001 1.88930 -1.41168
H 0.84765 2.02564 1.34215
H 2.70756 0.32527 0.56276
H 0.22439 -1.80871 -0.60321
H -2.54484 1.43330 -0.94116
H 1.02103 1.56424 -0.38092
H -1.71344 0.73729 -2.32739
H -1.87290 -0.59427 -0.02581
H 0.80278 -2.43256 1.61541
H -0.48451 -1.16290 -2.23238
H -0.38320 -0.18794 1.52574
H 0.84603 -0.47722 -1.46304
H 1.14032 -1.28656 2.55418
```

Its charge is +1. The largest force on an atom comes out at 1.9 eV/Å. As for the orbital gap (alpha / beta): 12.53 / 7.77 eV. The calculation puts the LUMO energy (alpha / beta) at -3.01 / -7.77 eV. The spin multiplicity is 2. For the HOMO energy (alpha / beta), the calculation gives -15.55 / -15.53 eV.

No. 6
Computed, not measured: a molecular structure, C12H36FO6S6Tl at a distorted geometry, with ωB97M-V with the def2-TZVPD basis set.

Geometry as XYZ:
```
62
Properties=species:S:1:pos:R:3
Tl 0.07917 -1.16317 -0.48159
S -0.43970 3.02814 0.66178
S -3.27556 -3.81349 -1.60929
S 1.25806 1.69059 -3.14108
S 3.69435 1.10139 0.15093
S -3.49798 -1.45034 2.16799
S 3.44555 -2.51632 1.64640
F 2.74727 -1.67217 -1.59878
O -0.45551 1.61154 0.05619
O -2.01435 -3.07709 -1.23916
O 2.19489 0.75552 0.06324
O 1.92703 -2.40538 1.52539
O -2.39524 -1.43546 1.12362
O 0.27749 0.81496 -2.39107
C 4.38041 1.81166 -1.46542
C 3.61899 2.73790 1.07072
C -0.85175 4.14092 -0.72733
C 3.84831 -4.18962 2.31020
C 1.98474 0.48155 -4.40248
C -3.83229 -4.54662 -0.02598
C -4.49959 0.00346 1.75121
C -1.97499 3.23645 1.68145
C 0.28266 2.55047 -4.45651
C 4.01668 -1.49122 2.99526
C -4.55794 -2.48596 -1.79342
C -2.70924 -0.68907 3.61051
H -4.65673 -2.10463 -2.80975
H 2.74437 3.36407 0.89447
H 3.68784 2.50609 -1.94105
H -5.19400 -0.31836 0.97512
H -2.10721 4.14401 2.27049
H 3.51062 2.53858 2.13685
H -5.20639 0.24471 2.54515
H 3.39944 -4.30645 3.29659
H -1.93550 2.44335 2.42813
H 4.20703 -0.45605 2.71188
H -0.53169 3.06464 -3.94606
H 2.48522 -0.38867 -3.97782
H 5.00365 -1.83693 3.30262
H 2.69305 1.03202 -5.02165
H 4.60984 3.19008 1.02799
H -3.44144 -0.76070 4.41479
H 1.12412 0.05755 -4.91985
H 4.92629 -4.34894 2.28411
H 0.81431 3.32085 -5.01506
H -5.55170 -2.89629 -1.61407
H 5.32819 2.30737 -1.25543
H 3.29238 -1.63480 3.79705
H -0.28964 3.84618 -1.61347
H -4.90541 -4.73230 -0.07127
H 3.49464 -4.87120 1.53659
H -1.89792 4.01178 -1.00473
H -4.33551 -1.74105 -1.02939
H -1.83665 -1.31863 3.78465
H -4.01191 0.84429 1.25796
H 4.58192 0.92510 -2.06667
H -0.59733 5.11134 -0.30111
H -2.81564 3.05654 1.01134
H -0.22022 1.71287 -4.93988
H -2.40297 0.31900 3.33106
H -3.80725 -3.83766 0.80157
H -3.40926 -5.51642 0.23606
```

Its charge is +1. The largest force on an atom comes out at 2.8 eV/Å. As for the orbital gap (alpha / beta): 9.10 / 4.47 eV. The calculation puts the LUMO energy (alpha / beta) at -1.61 / -6.22 eV. The spin multiplicity is 2. For the HOMO energy (alpha / beta), the calculation gives -10.71 / -10.70 eV.